Record 1
Molecular formula: C3H2ClNO2
Method: DFT, wB97M-V/def2-TZVPD

Structure (XYZ):
```
9
Properties=species:S:1:pos:R:3:lowdin_charge:R:1
C -1.282 -0.074 -0.688 -0.301
C 1.034 -0.884 0.653 -0.484
C -0.944 1.107 -0.222 -0.470
N 2.051 -0.557 0.062 0.202
O -1.468 -1.123 -1.141 0.203
O 0.198 -1.388 1.295 0.074
Cl -0.881 1.092 1.539 0.673
H -1.041 1.976 -0.686 0.018
H 2.335 -0.149 -0.811 0.085
```

Structure (SMILES) = O=C=CCl.N=C=O
Total energy = -21248.876 eV
2S+1 = 1
LUMO level = 0.07 eV
Orbital gap = 9.3858 eV
Largest force on an atom = 4.66 eV Å⁻¹



Record 2
Molecular formula: C26H17F12NO2ReSe
Method: DFT, wB97M-V/def2-TZVPD

Structure (XYZ):
```
60
Properties=species:S:1:pos:R:3:lowdin_charge:R:1
Re -0.068 0.112 0.793 1.446
C 0.284 3.155 -5.706 -0.046
C 0.388 2.275 -4.487 -0.257
C 1.509 1.487 -4.250 -0.021
C 1.601 0.706 -3.118 -0.008
C 0.573 0.664 -2.173 -0.212
N 0.720 -0.173 -1.040 -0.124
C 1.488 -1.361 -1.205 -0.247
C 1.177 -2.230 -2.247 -0.008
C 1.913 -3.377 -2.459 -0.021
C 2.972 -3.705 -1.616 -0.253
C 3.762 -4.974 -1.806 -0.045
C 3.263 -2.844 -0.569 0.026
C 2.535 -1.676 -0.340 -0.072
C 2.845 -0.725 0.815 -0.273
O 1.688 -0.261 1.447 -0.315
C 3.693 0.497 0.327 -0.555
F 4.598 0.101 -0.571 0.172
F 4.344 1.088 1.332 0.174
F 2.926 1.429 -0.239 0.168
C 3.611 -1.432 1.974 -0.572
F 3.012 -2.585 2.289 0.173
F 3.634 -0.692 3.077 0.176
F 4.882 -1.697 1.634 0.160
C -0.546 1.470 -2.382 -0.070
C -0.618 2.248 -3.539 0.021
C -1.692 1.471 -1.385 -0.278
O -1.251 1.312 -0.068 -0.304
C -2.689 0.324 -1.713 -0.566
F -2.102 -0.862 -1.515 0.146
F -3.772 0.368 -0.935 0.176
F -3.085 0.374 -2.985 0.179
C -2.458 2.834 -1.326 -0.569
F -1.591 3.846 -1.289 0.179
F -3.214 2.917 -0.237 0.177
F -3.265 3.011 -2.383 0.158
H 0.795 2.711 -6.561 0.077
H 0.734 4.134 -5.524 0.084
H -0.757 3.318 -5.987 0.078
H 2.328 1.484 -4.961 0.118
H 2.485 0.103 -2.954 0.122
H 0.356 -1.973 -2.906 0.127
H 1.661 -4.029 -3.287 0.117
H 3.728 -5.307 -2.843 0.076
H 3.363 -5.780 -1.187 0.086
H 4.807 -4.833 -1.529 0.080
H 4.089 -3.099 0.079 0.120
H -1.494 2.857 -3.716 0.120
Se -1.448 -0.850 2.487 0.704
C -1.846 0.570 3.726 -0.623
C -0.823 1.133 4.477 -0.135
C -1.120 2.152 5.373 -0.081
C -2.426 2.603 5.510 -0.086
C -3.441 2.031 4.754 -0.081
C -3.155 1.009 3.857 -0.128
H 0.195 0.782 4.361 0.098
H -0.326 2.594 5.961 0.106
H -2.652 3.403 6.202 0.103
H -4.460 2.380 4.859 0.105
H -3.942 0.566 3.261 0.100
```

Total energy = -132910.850 eV
2S+1 = 4
LUMO level (alpha / beta) = -1.44 / -1.58 eV
Orbital gap (alpha / beta) = 6.3069 / 6.4467 eV
Largest force on an atom = 0.69 eV Å⁻¹



Record 3
Molecular formula: C4H12
Method: DFT, wB97M-V/def2-TZVPD

Structure (XYZ):
```
16
Properties=species:S:1:pos:R:3:lowdin_charge:R:1
C 0.570 -2.043 1.750 -0.169
C -0.100 -2.146 0.389 -0.181
H 1.587 -1.668 1.655 0.060
H 0.030 -1.407 2.443 0.057
H 0.634 -3.014 2.242 0.059
H -1.181 -1.942 0.345 0.063
H 0.323 -1.436 -0.330 0.048
H -0.060 -3.155 -0.040 0.062
C -0.718 1.682 -1.431 -0.175
C 0.288 2.515 -0.659 -0.173
H -1.739 2.052 -1.270 0.065
H -0.551 1.766 -2.503 0.060
H -0.728 0.620 -1.180 0.042
H 0.133 3.567 -0.900 0.063
H 1.302 2.236 -0.931 0.058
H 0.210 2.373 0.419 0.061
```

Structure (SMILES) = CC.CC
Total energy = -4342.379 eV
2S+1 = 1
LUMO level = 1.12 eV
Orbital gap = 12.8681 eV
Largest force on an atom = 1.13 eV Å⁻¹



Record 4
Molecular formula: C14H29N4
Method: DFT, wB97M-V/def2-TZVPD

Structure (XYZ):
```
47
Properties=species:S:1:pos:R:3:lowdin_charge:R:1
C 1.019 -2.718 2.202 -0.123
C 2.516 -2.308 2.566 -0.246
C 3.415 -1.916 1.325 -0.205
C 3.211 -0.441 0.760 -0.200
C 3.075 0.699 1.862 -0.192
C 1.678 1.476 1.844 -0.158
C 0.413 0.542 1.742 -0.155
N -0.792 1.426 1.411 -0.059
C -1.487 1.929 2.628 -0.104
C -2.816 1.057 2.543 -0.120
N -2.509 -0.091 1.632 0.125
C -1.643 0.505 0.666 -0.260
N -1.618 0.203 -0.640 0.201
H 0.683 -2.376 1.180 0.060
H 0.833 -3.812 2.391 0.079
H 0.346 -2.169 2.938 0.057
H 2.992 -3.234 3.023 0.111
H 2.484 -1.545 3.391 0.089
H 3.126 -2.631 0.487 0.116
H 4.520 -2.088 1.487 0.113
H 4.144 -0.205 0.155 0.113
H 2.362 -0.373 0.006 0.099
H 3.358 0.356 2.907 0.109
H 3.852 1.489 1.606 0.112
H 1.749 2.230 1.001 0.125
H 1.539 2.100 2.786 0.118
H 0.152 0.031 2.718 0.130
H 0.458 -0.229 0.925 0.091
H -1.770 3.008 2.497 0.132
H -0.887 1.884 3.577 0.136
H -3.591 1.629 1.944 0.133
H -3.282 0.734 3.523 0.138
H -3.370 -0.510 1.252 0.157
H -2.397 0.390 -1.274 0.130
H -0.801 -0.305 -0.995 0.112
C -1.640 1.830 -4.953 -0.110
C -2.105 0.512 -5.562 -0.261
C -2.170 -0.627 -4.541 -0.183
C -0.814 -0.871 -3.960 -0.225
N 0.239 -1.058 -3.508 0.141
H -0.624 1.755 -4.558 0.071
H -1.638 2.617 -5.708 0.079
H -2.303 2.141 -4.139 0.071
H -1.429 0.239 -6.377 0.118
H -3.096 0.652 -6.001 0.113
H -2.519 -1.544 -5.020 0.120
H -2.865 -0.381 -3.735 0.101
```

Total energy = -20939.833 eV
2S+1 = 1
LUMO level = -4.51 eV
Orbital gap = 8.7914 eV
Largest force on an atom = 4.74 eV Å⁻¹
Charge = +1



Record 5
Molecular formula: C15H32N2O5P2Sc
Method: DFT, wB97M-V/def2-TZVPD

Structure (XYZ):
```
57
Properties=species:S:1:pos:R:3:lowdin_charge:R:1
O -1.682 0.675 1.300 -0.295
H -1.298 0.818 2.193 0.137
Sc -0.791 -0.760 -0.323 0.776
N -2.164 -1.694 -1.615 -0.182
N -1.436 0.561 -2.104 -0.148
O -2.573 -3.005 -1.262 -0.096
O -0.636 1.662 -2.590 -0.135
C -2.674 -1.241 -2.770 -0.347
C -2.212 0.045 -3.094 -0.344
C -3.564 -2.069 -3.592 -0.044
C -2.489 0.659 -4.413 -0.043
H -3.974 -2.920 -3.027 0.076
H -3.045 -2.494 -4.469 0.091
H -4.419 -1.498 -3.997 0.089
H -1.793 1.469 -4.658 0.071
H -3.514 1.066 -4.456 0.088
H -2.419 -0.093 -5.213 0.083
H -2.742 -2.944 -0.268 0.082
H -0.845 2.400 -1.964 0.082
O 0.860 -1.043 -1.960 -0.098
H 1.122 -1.875 -2.371 0.091
H 0.792 -0.417 -2.703 0.085
C -2.650 1.659 1.045 -0.085
H -2.839 2.201 1.985 0.113
H -3.530 1.100 0.734 0.105
H -2.266 2.312 0.236 0.092
O -2.192 -1.651 1.132 -0.146
H -2.388 -0.728 1.503 0.055
H -2.957 -2.165 1.474 0.119
C 2.798 -2.048 0.310 -0.235
P 1.307 -1.441 1.191 0.851
C 0.858 -2.854 2.258 -0.252
C 2.108 -0.207 2.300 -0.377
C 2.843 -0.600 3.423 -0.074
C 3.583 0.357 4.135 -0.052
C 3.616 1.679 3.693 -0.063
C 2.897 2.081 2.573 -0.074
C 2.099 1.143 1.891 -0.375
P 1.056 1.575 0.441 0.870
C 0.464 3.231 0.948 -0.254
C 2.294 2.002 -0.835 -0.243
H 2.537 -2.907 -0.317 0.051
H 3.558 -2.354 1.047 0.062
H 3.218 -1.252 -0.315 0.043
H 1.685 -3.128 2.916 0.038
H -0.022 -2.579 2.848 0.044
H 0.601 -3.699 1.613 0.057
H 2.851 -1.638 3.739 0.097
H 4.138 0.048 5.023 0.116
H 4.223 2.424 4.234 0.122
H 2.955 3.114 2.228 0.102
H 1.309 3.866 1.262 0.043
H -0.047 3.728 0.107 0.053
H -0.228 3.160 1.794 0.043
H 2.957 2.793 -0.443 0.055
H 2.886 1.114 -1.081 0.039
H 1.775 2.364 -1.737 0.044
```

Total energy = -68562.298 eV
2S+1 = 1
LUMO level (alpha / beta) = -2.89 / -2.89 eV
Orbital gap (alpha / beta) = 4.5716 / 4.5739 eV
Largest force on an atom = 4.16 eV Å⁻¹
Charge = +1



Record 6
Molecular formula: H14O7
Method: DFT, wB97M-V/def2-TZVPD

Structure (XYZ):
```
21
Properties=species:S:1:pos:R:3:lowdin_charge:R:1
O -1.497 0.588 2.030 -0.044
H -1.508 -0.080 1.334 0.046
H -2.148 0.226 2.656 0.075
O -0.004 -1.993 -1.238 -0.055
H -0.373 -2.031 -2.117 0.062
H -0.732 -1.953 -0.573 0.102
O 2.060 -3.389 -2.242 -0.053
H 2.319 -3.016 -3.081 0.030
H 1.347 -2.945 -1.791 -0.039
O 1.161 0.864 2.689 -0.032
H 0.216 0.864 2.688 -0.027
H 1.392 1.357 3.456 0.035
O 0.795 0.451 -0.196 -0.051
H 0.669 -0.483 -0.402 -0.007
H 0.870 0.537 0.761 -0.006
O -1.362 3.423 0.953 -0.059
H -0.448 3.089 0.992 0.031
H -1.435 3.672 1.872 0.021
O -0.410 0.416 -2.970 -0.060
H -1.119 -0.131 -2.596 0.021
H 0.204 0.534 -2.225 0.009
```

Structure (SMILES) = O.O.O.O.O.O.O
Total energy = -14559.417 eV
2S+1 = 1
LUMO level = -0.43 eV
Orbital gap = 10.5839 eV
Largest force on an atom = 1.79 eV Å⁻¹



Record 7
Molecular formula: C20H40O24Rb4S3
Method: DFT, wB97M-V/def2-TZVPD

Structure (XYZ):
```
91
Properties=species:S:1:pos:R:3:lowdin_charge:R:1
Rb 2.006 -2.657 -2.615 0.976
Rb 4.594 1.750 -3.383 1.052
Rb 0.914 1.175 -5.474 0.983
Rb 1.217 4.126 -2.520 0.985
S 1.573 0.713 -1.944 0.112
O 2.512 0.076 -2.912 -0.707
O 1.167 -0.341 -1.018 -0.385
O 2.282 1.812 -1.267 -0.500
O 0.445 1.319 -2.695 -0.575
C -3.741 -6.233 -2.525 -0.043
C -3.066 -5.099 -3.246 -0.199
O -3.403 -3.892 -2.550 0.056
C -2.863 -2.773 -3.005 -0.595
O -2.255 -2.640 -4.033 0.119
O -3.133 -1.793 -2.141 0.022
C -2.523 -0.549 -2.379 -0.040
H -3.457 -6.252 -1.472 0.054
H -3.457 -7.188 -2.970 0.093
H -4.827 -6.185 -2.587 0.091
H -3.452 -5.064 -4.266 0.133
H -1.988 -5.249 -3.286 0.128
H -1.867 -0.259 -1.558 0.069
H -3.291 0.215 -2.490 0.107
H -1.895 -0.632 -3.266 0.088
C -2.795 -1.451 1.228 -0.040
C -1.644 -2.127 0.565 -0.189
O -2.015 -3.506 0.342 0.048
C -1.139 -4.256 -0.301 -0.611
O -0.213 -3.848 -0.970 0.026
O -1.378 -5.555 -0.189 0.012
C -2.245 -6.029 0.854 -0.018
H -3.627 -1.244 0.553 0.087
H -2.498 -0.519 1.720 0.082
H -3.224 -1.993 2.076 0.096
H -0.814 -2.170 1.276 0.118
H -1.236 -1.585 -0.281 0.093
H -2.245 -7.103 0.713 0.106
H -3.256 -5.631 0.776 0.099
H -1.876 -5.742 1.837 0.105
C 0.738 1.959 2.809 -0.039
C 0.802 2.901 1.652 -0.214
O 1.765 3.921 1.929 0.074
C 1.683 5.052 1.254 -0.607
O 0.978 5.255 0.280 0.023
O 2.546 5.905 1.757 0.033
C 2.573 7.225 1.198 -0.003
H 0.002 1.167 2.680 0.080
H 0.456 2.496 3.721 0.096
H 1.704 1.523 3.077 0.082
H -0.178 3.261 1.333 0.112
H 1.121 2.372 0.740 0.101
H 1.603 7.712 1.285 0.106
H 2.890 7.181 0.159 0.094
H 3.272 7.768 1.825 0.106
C -6.211 2.986 1.529 -0.056
C -5.483 1.667 1.657 -0.198
O -4.065 1.804 1.465 0.041
C -3.651 2.082 0.248 -0.607
O -4.315 2.185 -0.748 0.136
O -2.309 2.181 0.279 0.012
C -1.719 2.644 -0.913 -0.069
H -7.233 2.848 1.886 0.088
H -6.251 3.365 0.514 0.075
H -5.732 3.691 2.211 0.089
H -5.872 0.930 0.946 0.128
H -5.679 1.225 2.630 0.127
H -0.741 3.077 -0.743 0.038
H -2.343 3.398 -1.413 0.113
H -1.678 1.866 -1.673 0.062
C 3.238 -1.475 0.920 -0.205
C 2.016 -1.872 1.723 -0.155
O 2.535 -2.709 2.756 -0.160
S 4.101 -2.486 2.999 0.608
O 4.840 -3.619 2.617 -0.186
O 4.267 -1.889 4.252 -0.178
O 4.292 -1.356 1.852 -0.191
H 3.046 -0.579 0.337 0.098
H 3.437 -2.313 0.233 0.127
H 1.348 -2.479 1.114 0.113
H 1.430 -1.039 2.114 0.129
C 4.958 1.717 0.687 -0.120
C 5.504 0.770 -0.351 -0.230
O 6.446 1.552 -1.060 -0.279
S 7.248 2.506 -0.007 0.613
O 7.199 3.812 -0.525 -0.198
O 8.469 1.926 0.348 -0.161
O 6.197 2.279 1.182 -0.153
H 4.454 1.213 1.503 0.138
H 4.328 2.462 0.199 0.122
H 4.813 0.475 -1.144 0.059
H 5.873 -0.163 0.080 0.146
```

Total energy = -105646.395 eV
2S+1 = 1
LUMO level = -6.74 eV
Orbital gap = 7.9383 eV
Largest force on an atom = 1.99 eV Å⁻¹
Charge = +2



Record 8
Molecular formula: C7H10F5N2PdS
Method: DFT, wB97M-V/def2-TZVPD

Structure (XYZ):
```
26
Properties=species:S:1:pos:R:3:lowdin_charge:R:1
C 1.421 -3.545 1.008 -0.101
Pd 0.787 -1.304 -0.221 0.502
N 0.370 0.304 -1.708 0.000
N 2.455 -1.701 -1.423 -0.037
H 0.718 1.215 -1.388 0.066
H 0.744 -3.280 0.157 -0.023
H 0.770 -3.873 1.820 0.039
H 2.048 -2.718 1.356 0.017
H 2.068 -4.384 0.707 0.049
H 3.049 -0.873 -1.499 0.071
H 2.117 -1.962 -2.357 0.073
H 3.028 -2.475 -1.078 0.067
H 0.722 0.154 -2.658 0.064
H -0.645 0.371 -1.758 0.049
F -2.444 4.637 0.389 0.109
C -2.045 3.362 0.545 -0.163
C -2.882 2.312 0.162 -0.078
F -4.093 2.572 -0.379 0.169
C -2.469 1.001 0.351 -0.194
F -3.247 -0.016 -0.098 0.115
C -1.232 0.682 0.964 -0.606
S -0.843 -0.957 1.307 0.816
C -0.405 1.769 1.320 -0.199
F 0.834 1.512 1.814 0.100
C -0.809 3.089 1.133 -0.076
F -0.017 4.107 1.536 0.170
```

Total energy = -38291.265 eV
2S+1 = 5
LUMO level (alpha / beta) = -3.24 / -7.32 eV
Orbital gap (alpha / beta) = 5.1776 / 4.9171 eV
Largest force on an atom = 2.20 eV Å⁻¹
Charge = +1



Record 9
Molecular formula: F4H2O5S2Si2
Method: DFT, wB97M-V/def2-TZVPD

Structure (XYZ):
```
15
Properties=species:S:1:pos:R:3:lowdin_charge:R:1
O -0.007 -2.612 1.864 -0.305
O 0.799 -1.417 -0.254 -0.548
O 1.460 0.823 -1.144 -0.379
O -0.791 0.092 -1.239 -0.394
O -1.420 -0.664 1.338 -0.346
F -2.437 1.375 0.247 -0.111
F -0.337 -1.902 -2.224 -0.371
F 3.021 2.161 0.334 -0.107
F 1.406 0.898 1.604 -0.204
Si -1.961 -0.153 -0.086 0.296
Si 1.505 1.672 0.172 0.254
S 0.283 -1.311 1.424 1.100
S 0.594 -0.605 -1.608 1.063
H -2.815 -1.063 -0.779 0.042
H 0.700 2.708 0.353 0.010
```

Total energy = -58570.792 eV
2S+1 = 1
LUMO level = -0.94 eV
Orbital gap = 10.5262 eV
Largest force on an atom = 4.65 eV Å⁻¹



Record 10
Molecular formula: C7H10
Method: DFT, wB97M-V/def2-TZVPD

Structure (XYZ):
```
17
Properties=species:S:1:pos:R:3:lowdin_charge:R:1
C 0.703 -0.574 -1.605 -0.068
C 1.064 0.569 -0.690 -0.231
C 0.010 1.186 0.185 -0.215
C -1.414 0.643 0.281 -0.132
C -1.222 -0.651 1.047 -0.079
C 0.046 -1.066 1.006 -0.115
C 0.899 0.146 0.784 -0.218
H 1.544 -0.863 -2.253 0.079
H 0.404 -1.371 -0.830 0.078
H -0.199 -0.437 -2.213 0.074
H 1.951 1.171 -0.890 0.128
H 0.159 2.223 0.459 0.132
H -1.887 0.433 -0.695 0.114
H -2.054 1.364 0.793 0.105
H -1.996 -1.122 1.635 0.099
H 0.422 -2.018 1.374 0.114
H 1.570 0.368 1.612 0.135
```

Structure (SMILES) = C[C@@H]1[C@@H]2C=CC[C@H]12
Total energy = -7418.801 eV
2S+1 = 1
LUMO level = 1.15 eV
Orbital gap = 9.8686 eV
Largest force on an atom = 2.30 eV Å⁻¹



Record 11
Molecular formula: C4H11NOS
Method: DFT, wB97M-V/def2-TZVPD

Structure (XYZ):
```
18
Properties=species:S:1:pos:R:3:lowdin_charge:R:1
C 1.075 -1.032 -1.961 -0.253
O 0.169 -0.718 -2.991 -0.078
C 1.130 -0.076 -0.687 -0.384
C -0.321 -0.059 0.036 -0.255
C -0.329 1.028 1.117 -0.464
S -2.035 0.760 2.080 0.605
N 2.054 -0.498 0.314 -0.015
H 0.713 -2.005 -1.640 0.109
H 2.157 -1.065 -2.365 0.134
H 0.644 -0.270 -3.716 0.096
H 1.608 0.946 -1.045 0.170
H -0.990 0.102 -0.716 0.056
H -0.544 -1.031 0.593 0.122
H -0.167 2.115 0.698 0.112
H 0.487 0.841 1.777 0.031
H -1.659 -0.194 2.950 -0.180
H 2.112 -1.401 0.671 0.039
H 3.136 -0.137 0.217 0.154
```

Structure (SMILES) = N[C@@H](CO)CCS
Total energy = -18697.369 eV
2S+1 = 1
LUMO level = 0.80 eV
Orbital gap = 9.4422 eV
Largest force on an atom = 5.85 eV Å⁻¹



Record 12
Molecular formula: C2H5N5O
Method: DFT, wB97M-V/def2-TZVPD

Structure (XYZ):
```
13
Properties=species:S:1:pos:R:3:lowdin_charge:R:1
C -0.168 0.053 -0.139 -0.520
C 2.391 -0.428 0.173 -0.255
H -2.662 -0.804 1.402 0.192
H -2.317 -1.355 -0.471 0.169
H -1.737 1.703 -0.534 0.302
H 3.444 -0.441 0.173 0.104
H 0.636 2.029 0.025 0.183
N -2.621 -0.338 0.190 -0.087
N -1.439 0.380 -0.171 -0.172
N 0.167 -1.263 -0.215 0.053
N 1.646 -1.410 -0.274 0.022
N 0.722 1.059 -0.504 0.092
O 1.938 0.815 0.345 -0.082
```

Total energy = -11644.373 eV
2S+1 = 1
LUMO level = -0.03 eV
Orbital gap = 8.3634 eV
Largest force on an atom = 7.75 eV Å⁻¹